(1)
{
  "formula": "C36H81F3N6O6P2",
  "method": "ωB97M-V/def2-TZVPD",
  "smiles": "CCCCCCCCCCCCCCCCO[C@@H](CCOC(C)=O)COCC(F)(F)F.CN(C)P(=O)(N(C)C)N(C)C.CN(C)P(=O)(N(C)C)N(C)C",
  "e_tot_ha": -3182.4465,
  "relative_energy_ev": 3.127,
  "charge": 0,
  "homo_energy_ev": -8.21,
  "elements": ["C", "H", "H", "O", "C", "H", "H", "O", "C", "H", "H", "H", "H", "H", "P", "H", "F", "H", "C", "H", "C", "H", "H", "H", "H", "O", "H", "C", "C", "C", "H", "H", "C", "C", "C", "H", "H", "O", "H", "H", "H", "H", "H", "H", "C", "F", "N", "H", "H", "H", "C", "H", "P", "N", "H", "C", "H", "F", "H", "C", "C", "H", "H", "H", "H", "C", "H", "H", "H", "H", "H", "H", "H", "H", "H", "H", "H", "H", "H", "H", "C", "C", "H", "C", "H", "H", "C", "H", "C", "O", "H", "C", "C", "H", "C", "H", "H", "C", "H", "H", "C", "C", "N", "H", "H", "H", "H", "H", "N", "H", "H", "H", "H", "O", "C", "H", "C", "N", "H", "H", "C", "H", "H", "H", "C", "H", "C", "H", "H", "H", "C", "C", "C", "N"],
  "coordinates": [[1.715, -2.774, 3.314], [-7.250, 1.337, 4.117], [-6.583, -1.319, 4.401], [6.748, 0.835, -2.837], [-4.015, -0.113, -5.198], [7.052, 5.912, 0.288], [-5.124, -1.772, 3.506], [-3.100, -0.353, 3.975], [8.020, -1.081, 0.984], [-1.376, 2.915, 4.711], [8.951, -1.173, 1.556], [-2.200, -1.970, -2.459], [-6.983, 0.971, 2.409], [6.900, -4.055, 3.552], [-4.092, 0.531, 4.688], [-9.015, -0.323, -1.589], [4.957, 2.265, -3.928], [-4.569, 3.386, 3.438], [1.641, -0.386, -3.343], [-0.439, 0.346, -1.668], [-6.479, 1.264, 3.333], [-2.614, -0.663, -1.391], [-1.577, -1.639, 1.546], [-6.441, 1.092, -7.160], [7.825, -3.207, 1.255], [9.294, 4.961, 0.422], [3.063, -2.263, 1.666], [-1.791, -1.321, -1.675], [-4.844, 1.991, -4.423], [7.178, -2.326, 1.271], [6.883, 5.380, -1.372], [5.353, -5.415, 2.603], [0.468, -2.055, 1.216], [-8.277, 1.745, -5.099], [-0.878, -1.457, 0.732], [-8.982, 1.569, -4.292], [7.482, -0.202, 1.354], [8.546, 3.172, -0.757], [9.202, 2.154, 0.961], [-0.760, -0.388, 0.557], [-5.582, 2.710, 7.317], [1.171, 0.051, -4.223], [8.740, 0.354, -3.078], [10.485, 2.770, -0.061], [5.987, 0.140, -3.790], [5.979, 1.534, -5.692], [-5.028, 0.559, -4.393], [-3.797, 2.226, -4.222], [-2.889, 3.696, 3.187], [7.142, -1.675, 3.297], [-8.154, -0.736, -2.121], [-0.236, -1.951, 3.211], [-6.509, -0.300, -4.195], [-5.441, 0.308, 3.636], [-8.524, -1.528, -2.772], [0.720, -1.791, 2.702], [0.378, -3.134, 1.069], [4.083, 0.654, -5.146], [-4.208, -0.009, -6.276], [7.038, 5.034, -0.353], [0.602, -1.275, -2.632], [10.117, 1.141, -1.716], [6.487, -2.456, 0.437], [-1.068, -0.097, -3.274], [1.884, -2.548, 4.369], [5.150, -4.379, 2.315], [-4.265, 3.183, 6.285], [-6.911, 2.297, -2.454], [-5.102, 2.445, -5.393], [-8.882, 1.944, -5.988], [0.381, -2.160, -3.231], [7.405, 0.867, -0.493], [1.042, -1.570, -1.678], [-0.531, -2.869, -0.906], [5.430, -3.261, 4.127], [-5.730, 0.531, 7.845], [-7.653, 1.456, -1.141], [-1.369, 1.540, 3.589], [5.286, -0.541, -3.295], [6.236, 4.394, 0.005], [-6.969, 1.316, -1.979], [-1.327, -2.221, -0.538], [2.482, -1.020, -3.617], [-7.129, 0.349, -6.740], [-3.019, 0.284, -4.992], [-5.982, 1.048, -1.576], [3.622, -4.188, 2.459], [1.348, -3.802, 3.280], [6.014, -3.505, 3.236], [8.313, -1.018, -0.402], [5.458, -4.320, 1.272], [6.450, -2.175, 2.611], [-5.779, 0.289, 6.782], [-5.406, 2.503, -3.647], [-5.946, -1.057, 3.544], [3.242, -4.859, 3.230], [3.181, -4.544, 1.522], [-5.186, 2.609, 6.303], [-6.528, -1.198, 2.631], [-6.679, -0.637, -6.868], [8.393, 4.392, -0.180], [-1.813, 1.933, 4.511], [-7.410, 0.609, -5.330], [-5.911, 3.071, 5.625], [1.009, -0.762, 2.924], [-6.091, 2.261, 3.143], [5.614, -1.494, 2.452], [-5.413, -0.733, 6.676], [-3.268, 2.045, 4.423], [3.754, -2.153, 3.295], [10.198, 0.377, -0.119], [-7.484, -1.196, -1.385], [7.707, -0.981, -2.602], [-5.975, -1.514, -3.474], [8.211, 0.295, -0.953], [-6.831, 0.304, 6.472], [9.584, 0.988, -0.780], [-4.971, 1.213, 5.989], [-7.706, 2.655, -4.886], [-2.120, -2.904, -0.227], [5.215, 1.156, -4.632], [1.949, 0.408, -2.665], [-1.519, 1.275, 5.328], [-8.045, 0.353, -7.335], [-3.611, 2.884, 3.287], [1.280, -1.663, 0.602], [7.896, 0.082, -2.440], [-3.636, 2.328, 2.340], [6.618, -0.437, -4.469], [-3.978, -1.179, -4.969], [3.125, -2.749, 2.638], [-0.673, -0.490, -2.333], [9.484, 2.342, -0.079], [-7.494, 0.315, -2.892]]
}

=====

(2)
{
  "formula": "C39H25AuF15GeNO6P2S3",
  "method": "ωB97M-V/def2-TZVPD",
  "e_tot_ha": -7595.2346,
  "charge": 0,
  "homo_energy_ev": [-7.96, -7.96],
  "elements": ["H", "C", "O", "S", "O", "H", "C", "F", "C", "F", "C", "C", "Au", "H", "C", "H", "H", "H", "H", "C", "F", "C", "C", "O", "C", "C", "C", "C", "H", "F", "C", "H", "H", "F", "C", "C", "F", "F", "P", "H", "H", "F", "C", "H", "C", "C", "C", "C", "N", "C", "H", "H", "C", "H", "C", "P", "C", "C", "C", "S", "F", "H", "C", "S", "C", "O", "C", "F", "O", "F", "C", "C", "C", "H", "C", "H", "H", "H", "C", "H", "C", "C", "H", "O", "H", "F", "C", "H", "C", "Ge", "F", "F", "F"],
  "coordinates": [[-1.070, -1.204, -5.836], [-3.082, 4.032, 4.501], [-3.647, -2.913, -1.434], [1.330, -0.678, -0.276], [0.713, -5.990, 1.760], [-0.270, -7.681, 2.415], [-2.459, -2.918, -1.629], [2.957, 5.358, -0.074], [5.306, 2.544, -1.366], [-1.416, 3.767, 0.356], [-1.729, 2.811, -2.870], [-3.749, 0.708, -2.835], [-0.640, -0.055, -1.578], [0.170, -3.394, -5.088], [-1.262, -5.276, 0.952], [4.103, -0.380, 0.927], [-2.201, 1.098, -5.466], [0.327, -2.892, -1.556], [-1.304, -3.929, -4.234], [0.969, -0.464, 5.244], [0.459, 1.697, 4.538], [6.145, 2.003, -0.398], [-0.346, -3.426, -4.128], [-1.584, -6.163, 1.942], [0.753, 4.576, 0.136], [0.948, -1.831, 5.020], [-0.193, -0.082, 3.139], [0.717, -4.339, -0.056], [6.394, 0.564, 1.165], [3.886, 3.217, 1.302], [-2.267, 2.155, 3.194], [-4.093, 1.190, -1.921], [-2.530, -1.299, -4.846], [0.298, 5.609, -0.570], [-0.196, -1.453, 2.952], [-2.107, -4.564, 0.151], [-0.751, -2.004, 1.870], [-3.465, 0.132, 3.362], [-0.568, -1.701, -3.551], [-0.285, -6.271, 3.545], [-0.668, 3.045, -2.972], [1.538, 0.022, 6.347], [1.676, 2.410, 1.558], [1.790, -4.234, -0.113], [-0.105, 3.603, 0.608], [-3.325, 1.421, 3.704], [4.446, 0.423, 0.288], [2.573, 3.359, 1.094], [1.650, 1.342, -1.924], [-0.136, -3.598, -0.878], [-0.531, 1.038, -4.901], [1.416, -1.487, -4.959], [-1.530, 0.622, -4.747], [1.848, -1.709, -3.252], [2.109, 4.452, 0.386], [-1.989, 1.038, -3.031], [-4.136, 3.269, 4.974], [4.045, 2.002, -1.476], [0.363, -2.328, 3.870], [-2.226, 0.406, 0.325], [-5.021, 3.799, 5.813], [-3.181, -4.626, 0.233], [0.314, 2.498, 1.330], [2.722, 2.416, -2.576], [5.721, 0.958, 0.416], [2.271, 3.761, -2.365], [0.119, -5.174, 0.850], [2.198, 1.395, 2.266], [-1.996, -2.157, -2.645], [1.490, -2.661, 5.908], [3.610, 0.963, -0.671], [-2.168, 3.463, 3.630], [-1.514, -3.702, -0.792], [-4.302, 1.096, -3.693], [0.400, 0.374, 4.303], [7.141, 2.406, -0.272], [-2.298, 3.326, -3.647], [5.628, 3.359, -2.000], [-4.259, 1.948, 4.578], [-3.909, -0.366, -2.734], [-0.347, -6.597, 2.505], [2.205, 0.603, -1.007], [0.272, -3.997, -3.434], [3.018, 2.005, -3.919], [1.308, -0.124, -3.795], [-1.152, 4.245, 3.236], [-1.518, -0.895, -4.888], [-2.068, 3.144, -1.890], [1.170, -1.194, -3.935], [-1.051, 1.228, 1.946], [0.339, -3.647, 3.654], [-2.953, 5.299, 4.895], [-5.263, 1.204, 5.043]]
}

=====

(3)
{
  "formula": "C3H8O2",
  "method": "ωB97M-V/def2-TZVPD",
  "s_squared": 0.7594,
  "e_tot_ha": -269.1720,
  "relative_energy_ev": 2.046,
  "charge": 1,
  "multiplicity": 2,
  "homo_energy_ev": [-14.09, -14.09],
  "elements": ["O", "H", "H", "H", "H", "C", "H", "H", "H", "H", "C", "C", "O"],
  "coordinates": [[1.617, 1.052, 0.935], [2.056, 2.819, -0.092], [1.855, 0.081, 1.031], [-3.559, -1.134, -0.092], [-0.406, -1.674, -0.215], [2.363, 1.740, -0.076], [3.371, 1.571, 0.074], [2.046, 1.394, -1.169], [-3.007, -2.838, -0.820], [-0.649, 0.322, 0.401], [-2.683, -1.884, -0.388], [-1.461, -1.367, -0.086], [-1.543, -0.082, 0.496]]
}

=====

(4)
{
  "formula": "C2H2OS",
  "method": "ωB97M-V/def2-TZVPD",
  "e_tot_ha": -550.7304,
  "relative_energy_ev": 1.575,
  "charge": 0,
  "homo_energy_ev": -8.87,
  "elements": ["H", "S", "H", "C", "O", "C"],
  "coordinates": [[0.822, 0.406, -1.329], [1.131, 2.141, 0.459], [-0.576, -0.676, 1.311], [-0.091, 0.277, 0.837], [0.374, 1.154, 1.787], [0.473, 0.682, -0.330]]
}